Entry from the OMol25 dataset: 2 unconnected molecules or ions with the total composition C8H7OPS2 (the ωB97M-V functional and the def2-TZVPD basis).

Computed properties:
- orbital gap (alpha / beta) (eV) = 6.0 / 5.5
- electronic energy (Eh) = -1521.85265
- LUMO energy (alpha / beta) (eV) = -1.29 / -0.99
- highest occupied orbital energy (alpha / beta) (eV) = -7.30 / -6.46

CARTESIAN COORDINATES (ANGSTROEM)
S  -1.384  -5.703  -0.422
S  0.411  -2.551  3.052
P  -1.511  -2.885  2.956
O  -0.485  1.386  -0.136
C  0.362  -2.176  0.046
C  -1.964  -1.911  -0.337
C  -0.592  0.025  -0.081
C  0.480  -0.828  0.124
C  -0.923  -2.837  -0.259
C  -1.858  -0.526  -0.222
C  -1.135  -4.209  -0.155
C  0.740  2.014  0.162
H  1.199  1.517  1.010
H  -2.910  -2.176  -0.646
H  1.602  2.202  -0.635
H  1.344  -0.228  0.115
H  -2.632  0.135  -0.533
H  0.481  3.100  0.389
H  1.247  -2.769  -0.078

Forces on atoms 1 to 3 (eV/Å):
0.030 -0.169 -0.087
-2.014 -0.301 0.138
1.920 0.243 0.116